No. 1
A cluster of 2 separate species, C18H22BN in total. Source: OMol25; level of theory: wB97M-V/def2-TZVPD.

Positions of all 42 atoms, in Å:
H 1.327 4.055 -0.319
H -0.195 2.085 -0.580
C -4.858 2.810 0.083
H -2.746 -0.893 -1.862
C 3.091 2.862 0.049
H -5.409 2.761 1.028
C -1.747 0.812 0.903
H -0.734 -1.830 0.518
H -0.957 0.784 1.662
H 4.593 -1.928 -0.943
C -0.594 -1.110 -0.290
H 4.447 -2.188 0.810
H -1.281 -3.919 -0.298
H -2.216 -3.253 1.470
H -4.428 3.817 0.012
H 2.538 -3.496 0.470
C 4.368 -1.438 0.015
H 5.092 -0.641 0.193
C 2.757 0.500 0.058
C 1.909 -3.040 -0.313
H -2.809 2.457 1.809
C 0.820 -0.664 -0.238
C -3.782 0.809 -1.006
N 3.035 -0.854 0.005
C 3.645 1.579 0.164
C 0.857 1.954 -0.329
H 3.747 3.736 0.148
H -0.754 -1.700 -1.211
C -1.707 -0.080 -0.166
C -2.787 1.736 0.990
C -2.749 -0.121 -1.091
H -5.570 2.682 -0.734
H 4.694 1.389 0.339
H -4.582 0.810 -1.746
C 1.731 3.040 -0.204
C -3.791 1.761 0.018
C 1.895 -1.566 -0.186
B -1.232 -3.706 0.902
H 2.331 -3.338 -1.289
C 1.364 0.658 -0.158
H 0.896 -3.441 -0.225
H -0.205 -3.888 1.541

Computed properties:
SMILES ... Cc1ccc(Cc2c(C)n(C)c3ccccc23)cc1.B
Total charge ... 0
LUMO energy ... 0.0044 Eh
E_HOMO ... -7.328 eV
Spin multiplicity ... 1
Relative energy (zero: lowest compared OMol25 entry of this formula, charge and spin) ... 0.0 kcal per mole


No. 2
The molecule C7H11N4O3P. Source: OMol25; level of theory: wB97M-V/def2-TZVPD.

Positions of all 26 atoms, in Å:
H -0.332 -2.033 -0.771
C 2.093 -0.599 1.287
O -1.237 2.273 0.239
H -3.871 1.730 0.843
N -1.198 0.294 -0.737
H 3.744 0.364 2.158
H 1.032 0.085 -1.901
H 3.229 1.210 -1.947
H 4.540 1.311 -0.069
H 0.351 -2.189 1.027
N -3.282 -1.454 -0.778
C 3.141 0.246 1.293
C 1.466 0.308 -0.955
O 0.677 1.428 -0.445
N -0.690 1.335 -0.324
N -3.916 1.039 0.088
C 2.838 0.885 -1.038
C 0.430 -1.792 0.091
O -2.356 -0.522 1.546
P -2.708 -0.158 0.179
C 1.362 -0.784 0.097
H -4.249 -1.816 -0.687
H -2.545 -2.115 -0.539
C 3.584 0.814 0.066
H 1.684 -1.342 2.109
H -3.785 1.481 -0.830

Computed properties:
Total charge ... 0
LUMO energy (spin up / spin down) ... -0.0090 / -0.0090 Eh
E_HOMO (spin up / spin down) ... -8.448 / -8.448 eV
Spin multiplicity ... 1
Relative energy (zero: lowest compared OMol25 entry of this formula, charge and spin) ... 79.5 kcal per mole


No. 3
A structure of composition C12H24NaO7S. Source: OMol25; level of theory: wB97M-V/def2-TZVPD.

Positions of all 45 atoms, in Å:
O -2.507 3.111 -3.354
H -3.326 -0.078 2.387
H -0.409 0.138 1.558
S -1.771 1.895 -2.950
C -1.323 0.733 1.756
H -2.846 -2.379 2.086
C -1.682 -2.327 0.220
C -1.373 2.166 1.011
H 3.677 1.505 -0.799
C -2.054 -1.730 1.645
H -2.350 2.715 1.278
H 3.863 1.915 0.982
H -0.556 2.816 1.402
C 0.113 1.719 -1.256
C -2.596 -0.248 1.510
H 1.149 1.285 0.781
H -3.157 -0.080 0.521
H -2.262 -1.758 -0.544
O -2.268 1.443 -1.398
H 5.307 -1.456 1.440
H -2.888 -3.426 -1.663
H 5.996 -0.298 0.216
H 1.835 2.969 0.993
H -1.312 0.956 2.853
H -3.190 -4.977 -0.810
H -0.592 -2.128 0.037
C 1.807 2.069 0.335
H 5.695 -2.032 -0.197
O 1.248 2.451 -0.942
C -1.246 2.111 -0.591
O 3.104 0.043 0.652
C 5.297 -1.151 0.367
C 3.855 -0.857 -0.166
C 3.230 1.403 0.212
H -1.557 -4.680 -1.562
H 3.857 -0.574 -1.251
H -1.127 -1.773 2.254
C -2.414 -4.206 -1.024
H 0.220 0.606 -1.365
O -1.959 -3.712 0.245
O -1.778 0.790 -3.933
H -1.332 3.201 -0.871
O -0.131 2.095 -2.654
Na -3.556 1.569 0.715
H 3.309 -1.836 -0.131

Computed properties:
Total charge ... +1
LUMO energy ... -0.1474 Eh
E_HOMO ... -12.416 eV
Spin multiplicity ... 1
Relative energy (zero: lowest compared OMol25 entry of this formula, charge and spin) ... 53.0 kcal per mole


No. 4
The molecule C5H8O. Source: OMol25; level of theory: wB97M-V/def2-TZVPD.

Positions of all 14 atoms, in Å:
C 0.666 -1.101 -0.378
H 1.727 -1.888 -1.941
H 1.303 -0.017 -2.480
H -2.213 0.806 0.262
C -0.472 1.040 1.597
H -0.405 0.427 2.549
H 0.377 0.652 -1.411
H 0.806 -1.940 0.399
H -0.940 2.008 1.954
H -1.701 -0.792 0.513
C 1.356 -0.989 -1.753
C 0.050 0.281 -0.340
O 0.669 1.269 0.636
C -1.224 0.243 0.392

Computed properties:
SMILES ... C=C[C@H]1CCO1
Total charge ... 0
LUMO energy ... 0.0266 Eh
E_HOMO ... -9.349 eV
Spin multiplicity ... 1
Relative energy (zero: lowest compared OMol25 entry of this formula, charge and spin) ... 137.3 kcal per mole


No. 5
A structure of composition C18H30AsBMgN4O4S4. Source: OMol25; level of theory: wB97M-V/def2-TZVPD.

Positions of all 63 atoms, in Å:
O 0.992 -0.254 -0.819
C 0.528 -4.176 -1.131
H -3.681 -1.566 0.627
H -0.300 -4.883 -1.236
H 7.715 -0.259 2.241
H 4.193 0.854 1.921
H -8.112 1.233 -0.695
H 0.488 -2.088 2.159
N -5.170 -0.227 0.042
C 6.657 -0.324 1.973
C -6.440 0.396 0.392
H 1.024 -4.044 0.911
H -4.391 -0.624 1.958
C 2.673 0.283 0.551
H -3.005 1.785 -2.497
O 1.550 0.643 1.211
O -3.103 0.252 -0.770
H -6.251 2.703 -1.143
C 7.415 -0.674 -0.357
C 6.456 0.130 0.522
H -4.418 2.270 -3.472
N -4.879 1.267 -1.717
S -1.683 3.504 -0.209
H 6.184 2.226 1.046
H 7.148 -1.732 -0.377
S -2.951 1.715 2.451
B 0.407 0.350 0.380
C 3.978 0.401 0.962
H -5.321 -1.947 1.185
H 3.044 -1.127 -2.504
C 3.304 -0.707 -1.541
H -1.069 -1.496 1.971
H 6.710 1.965 -0.614
H -6.250 1.295 0.993
H 7.429 -0.309 -1.385
H -3.991 3.149 -1.961
H 7.866 1.778 0.719
O -1.450 -2.562 -0.214
H 6.100 0.295 2.675
N -0.446 -2.282 1.827
N 0.567 -3.542 0.167
C 6.828 1.615 0.413
H 1.474 -4.696 -1.285
C -4.018 2.176 -2.458
S -2.573 5.297 2.794
H -7.010 -0.318 0.988
C -4.333 0.455 -0.791
H 6.329 -1.357 2.106
C -6.262 1.730 -1.647
H -7.320 -0.146 -1.484
C 4.995 -0.050 0.102
As -3.128 3.716 1.469
C 2.335 -0.261 -0.678
C -7.149 0.760 -0.895
C -4.601 -1.140 1.017
C -0.519 -2.774 0.538
H 5.408 -0.938 -1.810
S -5.137 3.885 0.660
Mg -1.709 1.106 0.400
C 4.641 -0.592 -1.132
H 8.431 -0.584 0.036
H -6.611 1.868 -2.676
H 0.413 -3.420 -1.904

Computed properties:
Total charge ... -2
LUMO energy ... 0.1346 Eh
E_HOMO ... -0.827 eV
Spin multiplicity ... 1
Relative energy (zero: lowest compared OMol25 entry of this formula, charge and spin) ... 9.1 kcal per mole


No. 6
The molecule C4H7F. Source: OMol25; level of theory: wB97M-V/def2-TZVPD.

Positions of all 12 atoms, in Å:
C -1.099 0.061 -0.045
H -1.456 0.048 0.974
H 0.212 1.243 -1.204
H 0.005 -1.436 -1.156
C 0.066 1.083 -0.101
C -0.079 -1.057 -0.117
C 0.999 -0.040 0.314
H 1.148 -0.053 1.406
H -0.149 -1.946 0.479
H -0.036 2.036 0.406
H -1.921 0.083 -0.759
F 2.310 -0.021 -0.197

Computed properties:
SMILES ... FC1CCC1
Total charge ... 0
LUMO energy ... 0.0435 Eh
E_HOMO ... -11.233 eV
Spin multiplicity ... 1
Relative energy (zero: lowest compared OMol25 entry of this formula, charge and spin) ... 4.6 kcal per mole


No. 7
The molecule C6H5NS. Source: OMol25; level of theory: wB97M-V/def2-TZVPD.

Positions of all 13 atoms, in Å:
S -0.212 -1.422 0.400
H 2.649 0.077 1.198
C 1.045 0.873 -0.131
H 1.580 -0.823 -1.519
C 1.233 -0.586 -0.481
C -1.941 0.712 -0.146
N -1.148 1.570 0.197
C 2.192 0.290 0.258
H -2.320 -1.013 -1.078
H 0.347 2.797 0.854
C -1.878 -0.739 -0.057
C 0.170 1.779 0.367
H -2.451 -1.088 0.673

Computed properties:
Total charge ... 0
LUMO energy (spin up / spin down) ... -0.0320 / -0.0167 Eh
E_HOMO (spin up / spin down) ... -7.519 / -7.702 eV
Spin multiplicity ... 1
Relative energy (zero: lowest compared OMol25 entry of this formula, charge and spin) ... 132.6 kcal per mole


No. 8
The molecule CH3IOS. Source: OMol25; level of theory: wB97M-V/def2-TZVPD.

Positions of all 7 atoms, in Å:
H -0.261 -0.856 0.033
O -1.856 2.369 -0.506
H 0.313 0.147 0.987
H 0.339 0.584 -0.722
I -3.522 -0.351 -0.064
S -1.826 1.267 0.483
C -0.138 0.169 0.084

Computed properties:
⟨S²⟩ ... 2.008
Total charge ... 0
LUMO energy (spin up / spin down) ... 0.0208 / -0.1211 Eh
E_HOMO (spin up / spin down) ... -6.534 / -9.594 eV
Spin multiplicity ... 3
Relative energy (zero: lowest compared OMol25 entry of this formula, charge and spin) ... 23.7 kcal per mole